C30H48CrF7O37P4 | ωB97M-V with the def2-TZVPD basis set

As for the expectation value of S²: 6.01. The total charge is -1. As for the frontier orbital gap (alpha / beta): 5.16 / 7.49 eV. The calculation puts the HOMO energy (alpha / beta) at -3.77 / -6.10 eV. Its spin multiplicity is 5.

Each line ends with the Mulliken spin population.
Positions of all 127 atoms, in Å:
Cr  -0.1689  0.8628  -1.4051  3.981
P  0.9550  -0.4527  0.1739  -0.100
O  1.6175  -0.0591  -1.1967  -0.014
O  -0.4187  -0.9375  -0.4078  0.030
O  0.5550  1.0344  0.5455  0.102
O  1.6329  -1.2935  1.2353  0.005
C  1.5664  -4.7288  1.4033  0.000
C  0.3014  -4.0407  0.9016  -0.004
O  -0.5001  -3.9785  2.0191  0.000
C  -0.2489  -5.0219  2.8091  0.000
O  -0.8227  -5.3091  3.8147  0.000
O  1.0057  -5.4498  2.5064  0.000
F  -0.2867  -4.8500  -0.0665  0.000
H  2.3884  -4.1238  1.7843  0.000
H  1.8909  -5.5031  0.7148  0.000
H  0.5019  -3.0842  0.4358  0.009
C  3.6572  1.5671  1.5976  -0.001
C  4.4037  0.4319  0.8854  -0.011
O  4.8013  -0.3208  1.9950  -0.001
C  5.1619  0.5976  2.9675  0.001
O  5.7754  0.3655  3.9496  0.000
O  4.4946  1.7554  2.7597  0.000
F  5.4728  0.9378  0.1953  0.000
H  2.7076  1.1194  1.8891  0.011
H  3.5616  2.4345  0.9531  -0.002
H  3.7468  -0.1543  0.2472  0.021
C  -2.8865  -3.0340  -0.2258  -0.002
C  -3.7663  -2.0529  -0.9286  0.002
O  -5.0040  -2.2235  -0.2341  0.000
C  -4.9706  -3.3203  0.5668  0.000
O  -5.8794  -3.7416  1.2075  0.000
O  -3.7585  -3.8694  0.5131  0.000
F  -3.9468  -2.4325  -2.2324  0.000
H  -2.3364  -2.5454  0.5859  0.000
H  -2.1267  -3.5309  -0.8178  0.000
H  -3.4470  -1.0255  -0.7996  0.002
C  -2.5053  -1.9540  3.3334  0.000
C  -2.2456  -0.5552  2.7479  -0.012
O  -2.0814  0.1338  3.9872  -0.001
C  -2.6655  -0.5520  5.0105  0.000
O  -2.6492  -0.2718  6.1622  0.000
O  -3.2610  -1.6344  4.4898  0.000
F  -3.3128  0.0301  2.1286  0.001
H  -1.6331  -2.4203  3.8031  0.000
H  -3.0284  -2.6858  2.7244  0.000
H  -1.3508  -0.4526  2.1276  0.018
C  4.0304  -2.5352  -1.6549  0.012
C  2.7147  -3.2661  -1.3996  -0.002
O  3.1873  -4.5411  -0.9182  0.000
C  4.5053  -4.6921  -1.2450  0.000
O  5.0993  -5.6996  -1.0785  0.000
O  4.9993  -3.5477  -1.7445  0.000
F  1.9844  -3.5128  -2.5171  0.000
H  4.2019  -1.9537  -0.7489  -0.005
H  3.9954  -1.9897  -2.5941  -0.001
H  2.1076  -2.7475  -0.6579  0.002
C  -0.2766  2.9695  4.2104  -0.002
C  0.8294  3.2664  3.2945  0.003
O  1.9820  3.1223  4.0873  0.000
C  1.5359  3.0495  5.4322  0.000
O  2.2416  2.9575  6.3623  0.000
O  0.1661  3.2069  5.5048  0.000
F  0.7276  4.5967  2.8823  0.000
H  -0.5799  1.9155  4.2192  0.002
H  -1.2212  3.3274  3.7895  0.000
H  0.8502  2.6578  2.3851  0.000
C  1.2699  -0.9421  4.5140  -0.002
C  2.7584  -1.2265  4.7967  0.001
O  2.6048  -2.5182  5.3485  0.000
C  1.3887  -2.6875  5.8676  0.000
O  1.0209  -3.6858  6.3939  0.000
O  0.5676  -1.6700  5.5063  0.000
F  3.1949  -0.2565  5.6443  0.000
H  0.9268  -1.2066  3.5067  0.000
H  1.0747  0.1301  4.4257  0.001
H  3.3960  -1.1959  3.9195  0.000
C  -6.1305  1.3376  -0.8389  0.001
O  -4.8485  0.8347  -1.2729  -0.002
P  -3.6016  1.8080  -1.1630  -0.008
O  -2.3426  1.1392  -1.5060  -0.025
O  -3.9141  3.0792  -2.0935  0.002
C  -3.6666  3.1334  -3.4852  -0.002
O  -3.6676  2.2898  0.3318  0.004
C  -2.5110  2.8703  0.9806  0.018
H  -6.5067  0.6873  -0.0506  0.000
H  -6.7519  1.2337  -1.7281  0.000
H  -6.1749  2.3562  -0.4576  0.000
H  -2.9637  3.8999  -3.8049  0.000
H  -4.6208  3.4046  -3.9502  0.000
H  -3.4433  2.1341  -3.8593  0.000
H  -3.0065  3.6479  1.5653  0.000
H  -1.8552  3.4237  0.3076  0.010
H  -1.9293  2.1998  1.6039  0.001
C  -2.8461  0.1746  -5.9812  -0.001
O  -1.4524  0.0673  -5.9318  0.003
P  -0.5824  -0.4973  -4.7329  0.005
O  -0.6007  0.1680  -3.4256  -0.056
O  -0.9777  -2.0379  -4.6945  0.002
C  -0.8634  -2.8023  -3.4669  -0.001
O  0.8722  -0.4928  -5.4564  0.001
C  2.0283  -0.6914  -4.6411  0.000
H  -3.1252  1.2282  -5.9342  0.000
H  -3.3753  -0.3965  -5.2119  0.000
H  -3.2728  -0.2317  -6.9018  0.000
H  -0.5736  -2.1894  -2.6105  0.010
H  -0.1831  -3.6098  -3.7026  0.000
H  -1.8474  -3.1867  -3.2001  0.000
H  2.3471  -1.7240  -4.8175  0.000
H  1.8546  -0.5615  -3.5684  0.018
H  2.7586  0.0092  -5.0500  0.001
C  1.6508  5.3150  -0.8723  -0.001
O  1.0769  5.1623  -2.1336  -0.001
P  0.9596  3.7680  -2.8851  0.001
O  0.1541  2.7506  -2.2260  -0.047
O  0.4850  4.1985  -4.3420  -0.001
C  0.0139  5.5051  -4.6446  0.000
O  2.5028  3.4273  -3.0560  0.003
C  3.2162  2.2798  -2.5435  0.024
H  2.7441  5.2342  -0.8422  0.000
H  1.3088  4.6365  -0.0846  0.000
H  1.5678  6.2731  -0.3495  0.000
H  -0.8835  5.4675  -5.2610  0.000
H  0.7496  6.0242  -5.2643  0.000
H  -0.1503  6.1593  -3.7921  0.000
H  4.2351  2.3042  -2.9283  0.000
H  2.7627  1.3816  -2.9504  0.007
H  3.2001  2.4220  -1.4655  -0.008

=====

C5H8N2 | ωB97M-V with the def2-TZVPD basis set

As for the structure (SMILES): Cc1ccn(C)n1. As for the frontier orbital gap: 10.13 eV. The calculation puts the HOMO energy at -9.06 eV. Its spin multiplicity is 1.

Each line ends with the Löwdin charge.
Positions of all 15 atoms, in Å:
C  0.6766  2.3705  -0.3477  -0.049
C  0.4741  0.9267  -0.1116  -0.370
C  1.2724  0.0068  0.5899  -0.039
C  0.6559  -1.2013  0.4943  -0.090
N  -0.4212  -0.9562  -0.2491  -0.234
C  -1.5980  -1.7824  -0.0919  -0.043
N  -0.5851  0.3255  -0.6100  0.123
H  1.6142  2.5622  -0.8779  0.077
H  0.7255  2.9324  0.5906  0.077
H  -0.1291  2.8088  -0.9443  0.077
H  2.1934  0.1979  1.0930  0.093
H  0.9141  -2.1960  0.8281  0.125
H  -1.4063  -2.8515  -0.1946  0.084
H  -2.1390  -1.4357  -0.9638  0.079
H  -2.2475  -1.7077  0.7951  0.091

=====

ClH12Na2O10 | ωB97M-V with the def2-TZVPD basis set

The total charge is +1. As for the frontier orbital gap: 6.57 eV. The calculation puts the HOMO energy at -11.77 eV. Its spin multiplicity is 1.

Each line ends with the Löwdin charge.
Positions of all 25 atoms, in Å:
Na  2.9557  11.2410  17.5893  0.848
Na  4.2053  10.5149  14.3950  0.768
Cl  1.8458  11.0299  14.6798  0.902
O  2.2810  9.9963  13.7884  -0.231
O  1.8546  12.2807  13.9612  -0.340
O  0.5373  10.8730  15.2804  -0.315
O  2.7184  11.1060  15.8478  -0.450
O  1.7219  14.2647  14.0705  -0.074
H  0.7737  14.3111  14.1927  0.070
H  1.8385  13.6896  13.3143  0.048
O  -0.8880  11.6915  13.8136  -0.043
H  0.0295  11.6403  14.0817  -0.021
H  -1.2818  12.3153  14.4235  0.104
O  -0.7612  10.8872  16.8298  -0.017
H  -0.0332  11.1436  16.2637  -0.167
H  -0.9268  9.9710  16.6076  0.055
O  -0.1116  9.8372  13.4920  0.008
H  -0.7941  9.6062  12.8619  0.150
H  -0.5838  10.2414  14.2199  0.047
O  0.5761  11.1842  12.2108  -0.070
H  0.3853  10.7002  13.0143  -0.284
H  1.5001  11.4217  12.2874  0.017
O  3.4761  13.7121  14.8626  -0.041
H  4.2621  13.4041  14.4113  0.053
H  3.0380  12.9126  15.1542  -0.015

=====

C4H9IN | ωB97M-V with the def2-TZVPD basis set

As for the structure (SMILES): CC[C@]1(I)C[NH2+]1. The total charge is +1. As for the frontier orbital gap: 10.09 eV. The calculation puts the HOMO energy at -14.04 eV. Its spin multiplicity is 1.

Each line ends with the Löwdin charge.
Positions of all 15 atoms, in Å:
C  -0.8801  -1.8390  0.3472  -0.092
C  -0.2907  -0.7994  -0.5702  -0.228
C  0.8534  0.2704  0.0953  -0.767
I  2.8602  -0.4155  0.3459  0.957
C  0.0409  1.2997  0.7477  -0.096
N  0.6306  1.6028  -0.5672  0.065
H  -1.5710  -2.5415  -0.0590  0.075
H  -1.3367  -1.3290  1.1608  0.062
H  -0.0401  -2.5294  0.8079  0.127
H  -1.0869  -0.0836  -1.0248  0.127
H  0.1744  -1.0747  -1.5669  0.119
H  -1.0141  1.2073  0.8430  0.119
H  0.3334  2.0992  1.5214  0.169
H  0.0726  1.7372  -1.4454  0.197
H  1.2540  2.3952  -0.6359  0.167

=====

Which formula does entry 2 have?
C5H8N2

=====

What did the fourth record say?
C4H9IN | ωB97M-V with the def2-TZVPD basis set

As for the structure (SMILES): CC[C@]1(I)C[NH2+]1. The total charge is +1. As for the frontier orbital gap: 10.09 eV. The calculation puts the HOMO energy at -14.04 eV. Its spin multiplicity is 1.

Each line ends with the Löwdin charge.
Positions of all 15 atoms, in Å:
C  -0.8801  -1.8390  0.3472  -0.092
C  -0.2907  -0.7994  -0.5702  -0.228
C  0.8534  0.2704  0.0953  -0.767
I  2.8602  -0.4155  0.3459  0.957
C  0.0409  1.2997  0.7477  -0.096
N  0.6306  1.6028  -0.5672  0.065
H  -1.5710  -2.5415  -0.0590  0.075
H  -1.3367  -1.3290  1.1608  0.062
H  -0.0401  -2.5294  0.8079  0.127
H  -1.0869  -0.0836  -1.0248  0.127
H  0.1744  -1.0747  -1.5669  0.119
H  -1.0141  1.2073  0.8430  0.119
H  0.3334  2.0992  1.5214  0.169
H  0.0726  1.7372  -1.4454  0.197
H  1.2540  2.3952  -0.6359  0.167

=====

Which formula does entry 2 have?
C5H8N2